# 1
The following is a quantum chemistry calculation of a single F3H3SSi2 molecule at a distorted geometry, from the OMol25 dataset.

Geometry as ORCA input:
```
! RIJCOSX wB97M-V def2-TZVPD def2/J DEFGRID3
* xyz 0 1
H -0.49 1.66 -1.33
H 0.66 1.68 0.90
F -0.24 -2.36 -0.89
Si 0.66 -1.09 -0.61
F 1.84 -1.69 0.28
Si -0.25 0.89 0.07
H -1.50 0.97 2.38
S -2.07 0.76 1.20
F 1.39 -0.83 -2.00
*
```

Calculated values
Energy above the lowest of the compared OMol25 structures with the same formula, charge and spin = 16.5 kJ/mol
Kohn-Sham gap = 0.376 Ha
Molecular weight = 148.26 g mol⁻¹
E_HOMO = -0.3741 Ha
SMILES = F[Si](F)(F)[SiH2]S

Atom charges from the Löwdin analysis, given in e for atoms 1 to 6: atom 1 (H): -0.035, atom 2 (H): -0.090, atom 3 (F): -0.103, atom 4 (Si): 0.097, atom 5 (F): -0.111, atom 6 (Si): 0.227


# 2
The following is a quantum chemistry calculation of 11 unconnected molecules or ions with the total composition C38H76F5N5O23 at a distorted geometry, from the OMol25 dataset.

Geometry as ORCA input:
```
! RIJCOSX wB97M-V def2-TZVPD def2/J DEFGRID3
* xyz 0 1
C -13.54 -16.80 -17.20
O -11.18 -22.17 -16.50
C -14.96 -21.96 -18.94
H -11.62 -23.02 -16.58
C -13.20 -25.00 -24.06
C -9.96 -26.45 -16.61
H -15.25 -21.66 -19.94
C -13.49 -19.98 -19.11
H -4.71 -19.33 -16.76
H -18.58 -25.95 -16.38
C -12.33 -20.96 -22.96
O -5.83 -23.85 -12.30
H -13.35 -24.31 -21.63
H -13.64 -20.11 -20.18
O -7.25 -27.88 -18.03
H -15.85 -25.41 -17.17
N -15.15 -16.59 -22.72
H -5.86 -21.36 -18.84
H -10.32 -24.14 -26.32
O -13.49 -25.97 -18.32
C -16.74 -24.83 -16.92
C -12.46 -22.27 -19.32
C -17.64 -25.59 -15.95
H -18.13 -18.73 -20.85
F -11.84 -15.00 -19.02
H -10.94 -24.64 -20.65
H -10.80 -27.00 -17.04
H -9.00 -26.28 -13.97
H -13.47 -24.09 -24.61
H -12.25 -25.00 -23.52
H -17.88 -25.52 -24.00
C -14.38 -24.26 -21.98
F -8.94 -24.53 -17.24
O -13.61 -15.58 -16.65
C -15.69 -25.26 -23.98
H -15.52 -15.71 -23.03
C -6.81 -24.19 -12.99
H -17.37 -19.03 -19.34
F -17.44 -24.48 -17.96
H -15.13 -26.75 -22.04
C -16.95 -23.59 -15.01
H -15.36 -18.13 -25.11
F -9.50 -23.53 -14.67
O -13.37 -16.66 -18.55
H -8.73 -24.63 -25.99
O -12.63 -24.81 -16.68
H -13.64 -22.52 -16.92
C -10.02 -24.35 -21.18
C -14.22 -26.75 -22.64
H -13.03 -25.81 -24.77
C -17.05 -25.58 -23.30
N -8.50 -22.26 -25.03
O -16.83 -22.66 -14.25
H -5.84 -19.61 -19.29
H -5.72 -20.24 -15.54
H -8.91 -22.64 -22.70
H -15.80 -21.77 -18.27
O -17.86 -24.67 -14.95
O -12.76 -20.10 -23.94
C -8.42 -24.28 -14.39
H -8.05 -22.58 -19.22
H -8.30 -21.49 -24.41
H -8.29 -18.69 -19.88
H -12.49 -23.21 -18.78
H -12.82 -22.56 -20.31
O -12.66 -22.08 -22.79
H -14.24 -27.45 -23.48
H -9.25 -25.11 -21.06
C -8.25 -27.28 -17.68
H -4.86 -20.97 -16.90
H -9.44 -25.12 -12.66
H -15.07 -16.39 -21.73
N -8.67 -21.84 -18.93
H -10.53 -25.15 -18.25
O -8.79 -27.21 -16.49
H -17.05 -17.91 -25.07
N -13.56 -21.40 -18.62
C -8.72 -25.37 -13.43
O -7.36 -25.41 -12.91
H -12.47 -19.71 -18.84
H -13.31 -26.76 -22.05
O -15.97 -18.82 -20.92
H -13.71 -15.23 -19.84
H -15.15 -24.67 -21.33
H -14.23 -19.32 -18.65
C -9.61 -25.49 -17.79
H -17.48 -20.20 -20.76
H -14.28 -20.94 -16.67
H -14.50 -14.09 -17.62
N -14.36 -25.32 -23.15
H -17.12 -17.28 -22.83
O -6.58 -20.12 -17.47
H -10.47 -22.60 -24.49
H -11.59 -20.29 -17.06
C -12.10 -21.07 -16.49
H -12.81 -18.20 -23.85
H -7.65 -22.80 -25.13
C -9.22 -23.58 -23.17
O -16.32 -23.72 -16.16
C -9.54 -23.16 -24.59
C -16.11 -17.61 -23.08
C -15.88 -18.93 -22.29
C -16.13 -17.53 -24.63
H -12.22 -20.79 -15.44
H -17.13 -26.42 -15.46
H -11.53 -18.78 -25.04
H -8.07 -24.62 -15.37
H -8.60 -21.79 -17.92
H -10.03 -19.34 -23.30
O -13.36 -26.92 -16.49
H -12.90 -13.69 -17.54
F -11.02 -17.99 -22.22
O -10.43 -24.02 -22.47
C -7.84 -20.72 -19.47
H -9.78 -19.74 -19.98
H -17.04 -26.66 -23.15
C -8.85 -19.52 -19.45
H -16.01 -16.53 -25.05
O -7.47 -23.48 -13.81
C -9.67 -24.39 -25.48
H -17.31 -25.72 -21.48
C -5.45 -20.11 -16.58
C -13.52 -14.58 -17.63
H -15.71 -24.19 -24.19
C -11.02 -19.11 -22.91
C -13.17 -25.84 -17.14
H -7.50 -20.89 -20.49
H -15.35 -25.83 -24.84
H -14.84 -19.21 -22.44
C -12.02 -18.93 -24.07
H -10.31 -25.96 -15.69
O -17.38 -24.98 -22.09
O -13.50 -17.76 -16.51
H -9.73 -23.42 -20.69
H -14.70 -23.28 -22.35
C -17.24 -19.19 -20.41
H -9.01 -19.05 -18.48
H -16.53 -19.71 -22.69
O -8.84 -26.37 -18.56
H -10.06 -25.28 -24.97
H -14.87 -23.05 -18.98
H -11.43 -21.92 -19.33
O -11.43 -20.21 -22.23
C -13.45 -21.47 -17.15
C -13.13 -15.32 -18.92
H -8.32 -24.18 -23.12
C -6.41 -20.41 -18.82
*
```

Calculated values
Energy above the lowest of the compared OMol25 structures with the same formula, charge and spin = 0.0 kJ/mol
Kohn-Sham gap = 0.128 Ha
Molecular weight = 1066.03 g mol⁻¹
E_HOMO = -0.1491 Ha

Atom charges from the Löwdin analysis, given in e for atoms 1 to 6: atom 1 (C): -0.535, atom 2 (O): -0.095, atom 3 (C): 0.019, atom 4 (H): 0.028, atom 5 (C): -0.015, atom 6 (C): -0.059